No. 1
A gas-phase ion, C5H15N2 (charge +1). Source: OMol25; level of theory: the ωB97M-V functional and the def2-TZVPD basis.

XYZ file:
```
22
Properties=species:S:1:pos:R:3:forces:R:3
C -1.9466 1.7258 0.3072 0.2105 2.9015 5.3429
N -1.3739 0.5801 -0.3631 -2.4010 0.5114 -0.0134
C -0.9522 -0.5232 0.5203 -1.2560 -2.5342 -2.1496
C 0.5593 -0.6785 0.4758 0.2116 1.1433 -0.2793
C 1.1868 0.1339 1.5943 -0.5527 0.3859 -0.0559
N 1.1802 -0.0590 -0.8465 -0.7502 -0.6048 -2.0644
C 1.2943 -1.2339 -1.7990 1.3574 -0.0880 -2.8266
H -1.7488 2.7211 -0.1378 0.1095 -0.8013 -0.3039
H -3.0826 1.7777 0.5969 1.9251 -0.8459 -0.8377
H -1.4080 1.8620 1.4516 -1.4437 -0.3874 -3.1634
H -2.2097 0.3881 -0.9729 1.6267 -1.0902 0.5155
H -1.3897 -1.4813 0.0689 0.4444 1.2420 0.4421
H -1.2058 -0.6628 1.6036 -0.3477 1.1408 -0.8495
H 0.6999 -1.8060 0.4769 0.8327 1.6450 -0.0279
H 0.4922 0.8866 2.0953 1.0385 -1.0060 -0.8991
H 1.5149 -0.5866 2.2931 0.4762 -0.3754 1.3013
H 2.0621 0.5878 1.1517 0.3292 0.5379 0.7053
H 2.0999 0.4691 -0.7933 -1.1379 -1.3541 0.6170
H 0.5378 0.7133 -1.3371 0.5640 -2.1820 1.7597
H 0.3864 -1.6963 -2.0308 -2.4655 0.2235 0.2787
H 1.5469 -0.9048 -2.9041 0.4530 -0.5138 2.4977
H 1.7567 -2.2133 -1.4510 0.7759 2.0517 0.0104
```
Forces are in eV/Å.

Values from the calculation:
- energy (eV) = -8399.310
- charge = +1
- SMILES = CNC[C@H](C)[NH2+]C

---

No. 2
C8H10Cl2N2 in the gas phase. Source: OMol25; level of theory: the ωB97M-V functional and the def2-TZVPD basis.

XYZ file:
```
22
Properties=species:S:1:pos:R:3:forces:R:3
C -1.2474 -1.0480 -1.2848 0.0888 0.7754 -0.7212
C -0.3331 -0.9540 -0.0443 0.3245 -1.4586 -0.3848
C 0.6661 -2.1547 -0.1753 -0.7088 0.1562 -0.1691
C -1.1993 -1.0751 1.2165 0.7122 -0.6827 0.7689
C 0.4601 0.3281 0.0825 -0.1301 1.7048 -0.1360
C -0.1042 1.5553 -0.3463 0.7524 0.7915 0.0732
C 0.5724 2.7633 -0.1314 -0.9936 -0.5589 -0.0432
Cl -0.1670 4.2912 -0.6928 0.7979 -1.3188 0.5325
C 1.7744 2.6689 0.5865 0.1461 -0.3970 -0.5373
Cl 2.7017 4.1281 0.8914 -0.3079 -0.9278 0.0724
N 2.2807 1.4840 0.9401 -0.4061 0.5672 -0.1468
N 1.6491 0.3295 0.7029 -0.3904 0.5658 -0.1717
H -0.6600 -0.8794 -2.2116 -0.1983 -0.0886 0.4453
H -1.7216 -2.0508 -1.4088 0.2914 0.8253 0.4766
H -2.0176 -0.2527 -1.2713 0.0990 -0.5886 -0.0090
H 1.1497 -2.3208 0.7846 0.3629 -0.0711 -0.2326
H 0.1144 -3.0675 -0.4720 0.1366 0.4168 0.3465
H 1.3795 -1.9625 -0.9980 -0.1003 0.0035 0.6390
H -1.7500 -2.0114 1.2276 -0.0940 -0.2038 -0.2171
H -1.9192 -0.2861 1.3436 -0.2736 0.5437 -0.2221
H -0.5829 -1.0909 2.1324 -0.0529 0.1000 -0.3810
H -1.0460 1.6055 -0.8715 -0.0559 -0.1544 0.0176
```
Forces are in eV/Å.

Values from the calculation:
- energy (eV) = -36482.358
- SMILES = CC(C)(C)c1cc(Cl)c(Cl)nn1

---

No. 3
A molecular structure, CH3OPS. Source: OMol25; level of theory: the ωB97M-V functional and the def2-TZVPD basis.

XYZ file:
```
7
Properties=species:S:1:pos:R:3:forces:R:3
C -0.7802 -0.3561 0.2334 0.9268 3.0201 -2.9072
O 1.0807 0.8132 -1.1206 0.1152 -1.5090 0.1692
P 0.9248 -0.7572 -0.4244 -0.9721 0.9405 -2.3636
S -0.0476 1.7234 -0.2714 -1.2992 -2.7386 1.0590
H -1.6297 -0.5002 -0.4531 0.3622 -0.0218 0.5961
H -0.9269 -0.4966 1.2623 -0.4217 -0.1149 1.2328
H 1.3790 -0.4266 0.7738 1.2889 0.4237 2.2138
```
Forces are in eV/Å.

Values from the calculation:
- energy (eV) = -23254.476

---

No. 4
CH5INPS in the gas phase. Source: OMol25; level of theory: the ωB97M-V functional and the def2-TZVPD basis.

XYZ file:
```
10
Properties=species:S:1:pos:R:3:forces:R:3
C 0.0981 -1.2134 0.6555 1.8428 1.1587 0.5502
P 0.5389 0.0678 -0.5128 -1.9110 3.7828 1.4505
N -0.5090 1.6664 0.4639 2.7934 -3.4337 -1.5770
S 2.2985 0.7413 -0.8072 0.1243 -0.6196 -0.1335
I -0.8226 -0.4856 -2.4885 0.1986 0.0950 0.3075
H 0.3074 -2.1451 0.2322 0.6629 -1.5768 -0.5817
H 0.7730 -0.9896 1.5139 -0.8205 -0.3727 -0.2987
H -0.9365 -1.2022 0.8469 -1.2345 0.3852 0.5617
H -0.3554 2.3547 -0.2685 -0.5008 0.1275 -0.0607
H -1.3924 1.2056 0.3644 -1.1551 0.4534 -0.2183
```
Forces are in eV/Å.

Values from the calculation:
- energy (eV) = -30833.107
- SMILES = C[P@@](N)(=S)I

---

no.,F_max (eV Å⁻¹)
1,6.08
2,1.72
3,4.29
4,4.70